No. 1
73
Properties=species:S:1:pos:R:3 method="wB97M-V/def2-TZVPD" e_tot_ha=-8261.4204 multiplicity=6 e_lumo_ev="-7.851 / -8.300" relative_energy_kcal_mol=50.71 e_homo_ev="-12.68 / -12.68" charge=+2 mol_weight_g_mol=768.0 gap_ev="4.828 / 4.380"
Mn 0.98 -0.45 0.03
N 2.33 -1.45 -1.48
N 3.55 -1.80 -0.87
C 3.71 -1.79 0.46
N 4.92 -2.04 0.93
S 2.44 -1.51 1.59
H 1.99 -2.25 -2.01
H 2.47 -0.65 -2.09
H 4.34 -1.93 -1.48
H 5.71 -2.24 0.33
H 5.07 -2.05 1.93
C -0.36 0.92 2.99
Ge -1.08 -0.88 3.05
C -2.99 -0.98 3.51
C -0.01 -2.10 4.13
Ge -1.20 -1.79 0.70
C -1.11 -3.68 0.39
C -0.99 -4.48 1.53
C -1.07 -5.86 1.44
C -1.22 -6.46 0.20
C -1.30 -5.68 -0.95
C -1.25 -4.31 -0.86
C -2.20 -0.77 -0.58
C -2.46 -1.09 -1.92
C -3.35 -0.34 -2.66
C -3.99 0.76 -2.07
C -3.72 1.11 -0.76
C -2.80 0.38 -0.03
H 0.30 1.06 3.84
H -1.18 1.65 3.07
H 0.20 1.21 2.09
H -3.06 -0.63 4.55
H -3.37 -2.00 3.48
H -3.61 -0.34 2.90
H 0.46 -1.52 4.92
H 0.77 -2.62 3.59
H -0.66 -2.85 4.61
H -0.84 -4.03 2.51
H -1.00 -6.46 2.34
H -1.28 -7.54 0.13
H -1.42 -6.16 -1.91
H -1.33 -3.73 -1.77
H -2.00 -1.95 -2.39
H -3.56 -0.59 -3.69
H -4.69 1.34 -2.65
H -4.20 1.97 -0.31
H -2.55 0.70 0.98
O 1.08 1.12 -0.88
C 1.14 2.51 -1.07
C 0.45 2.83 -2.39
C -0.55 2.09 -2.96
C -1.07 2.69 -4.13
C -0.46 3.88 -4.42
S 0.76 4.26 -3.28
C 2.62 2.87 -1.12
C 3.20 4.10 -1.17
C 4.62 4.03 -1.25
C 5.08 2.76 -1.27
S 3.80 1.63 -1.17
C 0.44 3.21 0.07
C -0.92 3.34 0.23
C -1.27 3.98 1.44
C -0.18 4.33 2.18
S 1.28 3.89 1.41
H -0.90 1.16 -2.54
H -1.85 2.27 -4.74
H -0.64 4.54 -5.25
H 2.65 5.02 -1.14
H 5.26 4.90 -1.30
H 6.11 2.43 -1.32
H -1.62 3.03 -0.53
H -2.28 4.22 1.74
H -0.15 4.86 3.12

=====

No. 2
47
Properties=species:S:1:pos:R:3 method="wB97M-V/def2-TZVPD" e_tot_ha=-2544.4016 e_lumo_ev=-1.062 relative_energy_kcal_mol=0.00 e_homo_ev=-7.17 mol_weight_g_mol=413.5 gap_ev=6.104
C -1.65 3.18 -1.63
C -1.45 2.97 -0.27
C -0.63 1.92 0.20
C -0.07 1.08 -0.74
C -0.33 1.24 -2.10
C -1.10 2.31 -2.58
C -0.38 1.89 1.70
C -1.35 1.08 2.62
N -1.71 -0.22 2.15
Ca 2.40 0.47 -0.66
C 0.23 0.25 -3.11
P 0.22 -1.47 -2.45
H -1.86 3.67 0.47
H -1.27 2.41 -3.65
H -2.23 4.05 -1.97
H 1.29 0.46 -3.42
H -0.33 0.26 -4.08
H 0.65 1.56 1.95
H -0.49 2.92 2.09
H -0.86 0.92 3.59
C 0.73 -2.58 -3.82
C -1.60 -1.77 -2.39
H -2.30 1.64 2.81
C -2.72 -0.38 1.16
C -1.22 -1.38 2.84
H 1.41 -1.72 -0.50
H -3.73 -0.44 1.66
H -2.71 0.44 0.44
H -2.53 -1.30 0.58
H -1.87 -1.61 3.71
H -1.20 -2.25 2.16
H -0.19 -1.24 3.18
H -2.11 -1.91 -3.35
H -1.73 -2.67 -1.76
H -2.10 -0.94 -1.87
H 0.09 -2.54 -4.73
H 1.78 -2.36 -4.11
H 0.73 -3.62 -3.43
H 0.73 -1.54 -0.27
F 5.03 -1.70 3.06
C 3.89 -0.99 3.08
F 2.85 -1.83 2.90
F 3.75 -0.41 4.30
S 4.02 0.36 1.77
O 5.01 1.24 2.34
O 4.30 -0.34 0.48
O 2.61 0.90 1.63

=====

No. 3
84
Properties=species:S:1:pos:R:3 method="wB97M-V/def2-TZVPD" e_tot_ha=-2257.4532 e_lumo_ev=-5.389 relative_energy_kcal_mol=0.00 e_homo_ev=-9.64 charge=+1 mol_weight_g_mol=723.7 gap_ev=4.249
Bi -1.83 1.23 1.32
C 0.71 0.63 3.42
C 1.52 0.97 2.31
C -0.14 2.57 2.44
C -0.39 1.56 3.49
C 1.03 2.12 1.70
C 1.11 -0.35 4.46
H 2.22 -0.36 4.54
H 0.78 -1.38 4.18
H 0.69 -0.08 5.44
C -1.26 1.84 4.67
H -0.86 1.29 5.53
H -2.32 1.56 4.51
H -1.25 2.92 4.91
C -0.65 3.96 2.55
H -0.56 4.32 3.59
H -1.71 4.00 2.26
H -0.08 4.61 1.88
C 1.77 2.96 0.74
H 2.57 3.52 1.25
H 1.09 3.68 0.28
H 2.23 2.37 -0.05
C 2.83 0.36 1.96
H 3.65 1.09 2.15
H 2.85 0.13 0.88
H 3.04 -0.55 2.53
C 0.61 -2.98 0.16
C 1.71 -2.83 0.92
C 3.14 -2.85 0.47
C 3.36 -2.44 -1.00
C 3.11 -0.97 -1.31
C 1.96 -0.33 -1.55
C 0.58 -0.80 -1.23
C 0.40 -2.33 -1.18
H 3.54 -3.87 0.58
H 2.85 -3.16 -1.66
H 3.74 -2.23 1.14
H 1.01 -2.83 -1.96
H -0.30 -3.46 0.56
H 1.56 -2.86 2.00
H -0.64 -2.55 -1.44
H 0.22 -0.36 -0.27
H 2.03 0.72 -1.90
H -0.10 -0.41 -2.01
H 4.45 -2.56 -1.18
H 4.06 -0.39 -1.29
P -0.97 -0.47 -4.44
P -0.98 2.38 -5.44
C -1.17 -0.30 -6.31
C -1.61 1.11 -6.68
H -1.92 -1.03 -6.64
H -0.22 -0.55 -6.80
H -1.23 1.39 -7.67
H -2.70 1.20 -6.70
C -1.57 3.79 -6.47
H -1.17 4.72 -6.05
H -2.67 3.81 -6.43
H -1.25 3.68 -7.51
C 0.78 2.39 -6.04
H 0.82 2.36 -7.14
H 1.34 1.55 -5.62
H 1.23 3.33 -5.70
C -2.45 -1.54 -4.17
H -2.45 -1.90 -3.13
H -2.45 -2.39 -4.86
H -3.34 -0.93 -4.34
C 0.39 -1.72 -4.60
H 1.08 -1.39 -5.40
H -0.03 -2.71 -4.88
H 0.95 -1.79 -3.66
O -1.38 -0.89 2.48
C -2.43 -0.70 3.22
O -3.33 0.15 2.84
C -2.52 -1.30 4.58
C -3.17 -0.59 5.59
C -2.95 -0.91 6.93
C -2.13 -2.00 7.25
C -1.62 -2.80 6.23
C -1.76 -2.42 4.89
H -3.81 0.24 5.33
H -3.38 -0.28 7.71
H -1.90 -2.23 8.29
H -1.06 -3.72 6.44
H -1.29 -2.98 4.09

=====

No. 4
75
Properties=species:S:1:pos:R:3 method="wB97M-V/def2-TZVPD" e_tot_ha=-3210.9810 e_lumo_ev=-3.719 relative_energy_kcal_mol=0.00 e_homo_ev=-10.25 charge=+1 mol_weight_g_mol=674.6 gap_ev=6.533
Ti 0.05 0.82 -0.30
O 2.50 1.39 2.58
C 1.50 1.38 1.94
O 1.17 0.47 1.03
C 0.42 2.43 2.11
C 0.61 3.51 2.95
C -0.40 4.46 3.03
C -1.55 4.28 2.28
C -1.65 3.17 1.47
N -0.69 2.25 1.38
H 1.52 3.58 3.52
H -0.28 5.33 3.66
H -2.35 5.01 2.30
H -2.54 3.00 0.87
O -0.33 4.55 -0.61
S 0.22 3.42 -1.29
O 1.30 2.67 -0.63
N -0.81 2.18 -1.40
C -2.04 1.95 -1.98
C -2.81 2.81 -2.72
C -4.03 2.37 -3.27
C -4.47 1.09 -3.09
C -3.70 0.18 -2.34
C -4.06 -1.17 -2.13
C -3.21 -1.99 -1.44
C -2.01 -1.48 -0.93
N -1.66 -0.22 -1.07
C -2.48 0.61 -1.78
C 0.75 3.97 -2.88
C 1.90 3.44 -3.45
C 2.32 3.95 -4.67
C 1.61 4.96 -5.29
C 0.46 5.49 -4.70
C 0.04 5.00 -3.48
H -2.47 3.82 -2.90
H -4.62 3.07 -3.86
H -5.41 0.76 -3.53
H -5.00 -1.54 -2.52
H -3.44 -3.04 -1.28
H -1.33 -2.13 -0.38
H 2.44 2.66 -2.94
H 3.23 3.56 -5.12
H 1.94 5.35 -6.25
H -0.08 6.29 -5.18
H -0.81 5.44 -2.97
N 0.58 -2.67 1.15
C 0.18 -2.39 2.45
C 0.66 -3.14 3.49
C 0.16 -3.03 4.79
C -0.88 -2.18 5.06
C -1.41 -1.38 4.03
C -2.52 -0.55 4.25
C -3.05 0.16 3.21
C -2.42 0.08 1.96
N -1.34 -0.62 1.71
C -0.85 -1.42 2.71
H 1.39 -3.26 1.09
H 0.60 -1.89 0.53
H 1.45 -3.86 3.28
H 0.58 -3.64 5.58
H -1.32 -2.13 6.05
H -2.96 -0.51 5.24
H -3.93 0.78 3.33
H -2.83 0.64 1.12
C 2.56 -1.28 -3.93
C 1.52 -0.40 -4.18
C 0.83 0.17 -3.12
C 1.15 -0.11 -1.78
C 2.22 -0.98 -1.57
C 2.91 -1.57 -2.62
H 3.09 -1.74 -4.75
H 1.24 -0.15 -5.20
H 0.02 0.85 -3.36
H 2.56 -1.19 -0.56
H 3.73 -2.25 -2.42

=====

No. 5
19
Properties=species:S:1:pos:R:3 method="wB97M-V/def2-TZVPD" e_tot_ha=-327.6789 e_lumo_ev=4.244 relative_energy_kcal_mol=10.74 e_homo_ev=-2.39 charge=-1 mol_weight_g_mol=102.2 gap_ev=6.638
C 1.54 1.38 -1.75
C 0.60 1.08 -0.58
N -0.29 -0.03 -0.92
C -1.01 -0.54 0.25
C -1.88 0.58 0.87
C -0.05 -1.20 1.28
O 1.15 -1.56 0.74
H 1.13 0.96 -2.68
H 2.51 0.90 -1.62
H 1.67 2.44 -1.94
H 0.00 1.97 -0.38
H 1.17 0.84 0.32
H 0.38 -0.79 -1.11
H -1.70 -1.30 -0.14
H -2.72 0.14 1.41
H -1.25 1.16 1.55
H -2.31 1.22 0.10
H 0.04 -0.55 2.19
H -0.58 -2.11 1.67

=====

No. 6
15
Properties=species:S:1:pos:R:3 method="wB97M-V/def2-TZVPD" e_tot_ha=-572.8082 e_lumo_ev=-8.823 relative_energy_kcal_mol=119.85 e_homo_ev=-15.07 charge=+1 mol_weight_g_mol=92.2 gap_ev=6.243
C -0.82 1.45 -0.86
C -1.48 0.61 0.21
C -0.37 0.38 1.28
S 0.94 -0.58 0.73
N 0.12 0.65 -1.58
H -1.61 1.73 -1.56
H -0.40 2.35 -0.41
H -1.88 -0.31 -0.23
H -2.30 1.13 0.70
H -0.85 -0.11 2.15
H 0.00 1.37 1.57
H 3.33 -5.11 0.77
H 0.68 1.17 -2.21
H 0.76 0.02 -0.99
H 3.89 -4.75 0.44